Formula: C39H33Cl2CsN3O3P2
Source: the Open Molecules 2025 dataset
Level of theory: wB97M-V/def2-TZVPD

Structure (XYZ):
```
83
Properties=species:S:1:pos:R:3:mulliken_charge:R:1
Cs 2.71 0.12 0.57 1.691
N -0.69 1.57 3.12 -0.275
C -1.05 2.86 2.80 0.434
C -1.74 3.64 3.74 -0.564
C -2.13 4.93 3.45 -0.610
C -1.85 5.50 2.21 -0.811
C -1.17 4.74 1.27 -0.156
C -0.78 3.42 1.53 -0.006
P 0.06 2.39 0.29 0.074
C 1.02 3.62 -0.68 0.362
C 2.26 4.01 -0.16 -0.497
C 3.06 4.91 -0.84 -0.593
C 2.65 5.43 -2.06 -0.489
C 1.42 5.04 -2.59 -0.671
C 0.62 4.15 -1.90 -0.104
C -1.26 1.97 -0.90 0.671
C -0.90 1.13 -1.95 -0.472
C -1.81 0.78 -2.93 -0.748
C -3.12 1.25 -2.86 -0.621
C -3.50 2.07 -1.81 -0.891
C -2.57 2.43 -0.83 -0.338
H -0.70 1.34 4.10 0.295
H 0.13 1.16 2.67 -0.024
H -1.95 3.21 4.71 0.332
H -2.66 5.50 4.20 0.352
H -2.14 6.51 1.99 0.416
H -0.94 5.16 0.30 0.367
H 2.60 3.60 0.78 0.419
H 4.02 5.19 -0.43 0.395
H 3.28 6.12 -2.61 0.364
H 1.10 5.43 -3.55 0.395
H -0.33 3.85 -2.33 0.328
H 0.13 0.76 -2.02 0.690
H -1.52 0.12 -3.74 0.468
H -3.84 0.97 -3.62 0.374
H -4.51 2.44 -1.74 0.386
H -2.87 3.08 -0.01 0.376
N 0.00 -2.39 3.66 -0.229
C -0.48 -3.53 3.07 0.516
C -0.87 -4.61 3.88 -0.585
C -1.41 -5.75 3.34 -0.583
C -1.59 -5.87 1.96 -0.840
C -1.19 -4.82 1.16 -0.011
C -0.63 -3.66 1.67 -0.125
P -0.12 -2.29 0.55 0.935
C -1.64 -2.18 -0.48 0.428
C -2.65 -1.36 0.03 -0.624
C -3.87 -1.28 -0.62 -0.522
C -4.09 -1.99 -1.79 -0.567
C -3.08 -2.77 -2.32 -0.807
C -1.86 -2.87 -1.66 -0.039
C 1.07 -3.13 -0.56 0.115
C 1.43 -2.49 -1.75 -0.165
C 2.41 -3.01 -2.57 -0.744
C 3.06 -4.19 -2.22 -0.694
C 2.72 -4.83 -1.03 -0.679
C 1.74 -4.31 -0.21 -0.545
H 0.34 -2.50 4.60 0.280
H 0.57 -1.73 3.14 0.023
H -0.75 -4.52 4.95 0.326
H -1.71 -6.56 4.00 0.367
H -2.02 -6.77 1.53 0.408
H -1.32 -4.90 0.08 0.285
H -2.48 -0.80 0.94 0.304
H -4.65 -0.64 -0.21 0.440
H -5.04 -1.91 -2.30 0.406
H -3.24 -3.32 -3.24 0.400
H -1.07 -3.49 -2.08 0.366
H 0.97 -1.55 -2.02 0.417
H 2.70 -2.47 -3.46 0.397
H 3.84 -4.59 -2.85 0.373
H 3.24 -5.74 -0.74 0.404
H 1.49 -4.81 0.72 0.396
Cl 6.10 -0.74 -2.47 -0.211
C 5.07 0.62 -3.00 -0.116
Cl 4.50 0.34 -4.66 -0.207
C 3.92 0.79 -1.97 0.430
O 4.22 1.54 -1.02 -0.776
O 2.88 0.15 -2.15 -0.435
H 5.70 1.50 -3.02 0.342
O 2.61 -0.50 5.46 -0.745
C 2.27 -0.31 4.32 0.400
N 1.91 -0.13 3.19 -0.829
```

Computed properties:
**HOMO level**: -5.566 eV
**ΔE to the lowest compared entry with this formula, charge and spin**: 5.6 kcal per mole
**Net charge**: -1
**2S+1**: 1
**E_LUMO**: 0.0794 Ha



Formula: C39H33Cl2CsN3O3P2
Source: the Open Molecules 2025 dataset
Level of theory: wB97M-V/def2-TZVPD

Structure (XYZ):
```
83
Properties=species:S:1:pos:R:3:mulliken_charge:R:1
Cs -0.84 0.21 -0.03 1.289
N 2.47 0.30 2.67 -0.236
C 2.54 1.18 3.74 0.749
C 3.66 1.22 4.58 -0.734
C 3.72 2.10 5.64 -0.516
C 2.66 2.97 5.91 -0.891
C 1.57 2.95 5.06 -0.030
C 1.49 2.09 3.96 -0.356
P 0.15 2.22 2.72 0.235
C -0.18 4.03 2.72 0.427
C 0.48 4.78 1.74 -0.752
C 0.31 6.15 1.66 -0.608
C -0.53 6.80 2.55 -0.438
C -1.20 6.07 3.52 -0.710
C -1.02 4.70 3.60 -0.029
C -1.34 1.57 3.56 0.823
C -2.60 1.88 3.06 -0.551
C -3.74 1.30 3.59 -0.621
C -3.64 0.38 4.62 -0.476
C -2.38 0.05 5.12 -0.549
C -1.24 0.64 4.59 -0.604
H 1.58 -0.21 2.59 -0.052
H 3.25 -0.34 2.61 0.268
H 4.47 0.53 4.40 0.297
H 4.59 2.10 6.28 0.349
H 2.70 3.65 6.74 0.408
H 0.76 3.65 5.24 0.305
H 1.11 4.27 1.02 0.394
H 0.82 6.71 0.88 0.400
H -0.67 7.87 2.48 0.371
H -1.86 6.57 4.22 0.384
H -1.56 4.13 4.36 0.415
H -2.70 2.60 2.25 0.497
H -4.72 1.57 3.19 0.398
H -4.52 -0.09 5.03 0.369
H -2.28 -0.68 5.91 0.416
H -0.27 0.36 4.98 0.407
N 2.85 -0.76 -2.54 -0.396
C 2.64 -1.60 -3.62 0.997
C 3.61 -1.68 -4.62 -0.742
C 3.46 -2.53 -5.70 -0.524
C 2.32 -3.33 -5.82 -0.984
C 1.36 -3.25 -4.83 0.223
C 1.49 -2.41 -3.72 -0.245
P 0.21 -2.35 -2.40 0.128
C -0.09 -4.13 -2.06 0.711
C 0.50 -4.64 -0.91 -0.661
C 0.34 -5.98 -0.56 -0.599
C -0.43 -6.81 -1.35 -0.430
C -1.05 -6.30 -2.49 -0.785
C -0.88 -4.97 -2.84 -0.174
C -1.30 -1.87 -3.32 0.812
C -2.54 -2.10 -2.72 -0.554
C -3.70 -1.61 -3.30 -0.682
C -3.64 -0.87 -4.47 -0.501
C -2.41 -0.63 -5.06 -0.547
C -1.25 -1.13 -4.49 -0.768
H 2.01 -0.40 -2.10 0.043
H 3.53 -0.04 -2.69 0.292
H 4.50 -1.06 -4.54 0.299
H 4.23 -2.57 -6.46 0.355
H 2.19 -3.99 -6.66 0.414
H 0.47 -3.87 -4.91 0.225
H 1.08 -3.99 -0.27 0.329
H 0.81 -6.36 0.34 0.408
H -0.57 -7.85 -1.08 0.373
H -1.67 -6.94 -3.11 0.380
H -1.39 -4.57 -3.71 0.341
H -2.60 -2.68 -1.80 0.521
H -4.66 -1.80 -2.82 0.386
H -4.54 -0.47 -4.91 0.370
H -2.35 -0.04 -5.96 0.453
H -0.29 -0.92 -4.96 0.358
Cl -1.67 3.02 -5.03 -0.201
C -0.35 2.76 -3.86 0.063
Cl -0.01 4.26 -2.94 -0.205
C -0.67 1.62 -2.84 0.464
O 0.34 0.93 -2.56 -0.683
O -1.81 1.55 -2.39 -0.725
H 0.54 2.52 -4.42 0.247
O 0.21 -3.01 4.06 -0.757
C 0.13 -2.14 3.23 0.572
N 0.04 -1.27 2.43 -0.642
```

Computed properties:
**HOMO level**: -5.539 eV
**ΔE to the lowest compared entry with this formula, charge and spin**: 5.1 kcal per mole
**Net charge**: -1
**2S+1**: 1
**E_LUMO**: 0.0758 Ha